Density functional theory data (ωB97M-V with the def2-TZVPD basis set) for 2 unconnected molecules or ions with the total composition C4H11NS in a non-equilibrium geometry.

Each line ends with the Mulliken charge.
Positions of all 17 atoms, in Å:
C  2.45  -3.49  2.00  -0.7700
C  2.94  -2.82  0.97  0.1319
N  2.76  -3.23  -0.35  -0.4884
H  1.61  -4.18  1.93  0.1867
H  2.76  -3.41  3.03  0.2402
H  3.56  -1.93  1.04  0.2611
H  1.81  -3.52  -0.54  0.2067
H  3.13  -2.64  -1.08  0.2328
C  -3.13  3.78  -0.21  -0.7154
S  -1.68  2.80  0.27  -0.0827
C  -1.47  1.83  -1.23  -0.8855
H  -4.01  3.49  0.37  0.2713
H  -3.37  3.51  -1.24  0.2435
H  -2.89  4.82  -0.03  0.2579
H  -0.53  1.36  -1.51  0.3267
H  -2.27  1.10  -1.34  0.3105
H  -1.67  2.53  -2.05  0.2728

## Properties
- relative energy (zero: lowest compared OMol25 entry of this formula, charge and spin) (kcal/mol) = 35.7
- SMILES string = C=CN.CSC
- E_LUMO (eV) = 0.8

***

Density functional theory data (ωB97M-V with the def2-TZVPD basis set) for a molecular structure, C21H44ErN3O2Si3.

Each line ends with the Mulliken charge.
Positions of all 74 atoms, in Å:
Er  -0.51  -0.63  -0.05  0.3896
C  -2.73  -3.41  0.87  -1.0190
O  -1.59  -2.53  0.95  -0.2841
Si  -0.41  -2.76  2.24  0.3976
C  -1.26  -3.17  3.83  -1.3084
C  0.56  -4.26  1.72  -1.3212
C  0.37  -1.08  2.08  1.4498
Si  -0.57  0.22  3.06  0.2192
C  -0.36  0.18  4.90  -1.1514
C  -2.40  0.08  2.51  -0.7723
C  -0.13  1.95  2.45  -0.8703
Si  2.22  -0.97  1.88  0.1082
C  3.27  -1.44  3.33  -1.0849
C  2.67  -1.99  0.34  -1.0475
C  2.66  0.76  1.25  -0.6212
H  -2.41  -4.45  0.86  0.3227
H  -3.28  -3.20  -0.04  0.3284
H  -3.39  -3.24  1.73  0.3092
H  -1.85  -4.09  3.74  0.3998
H  -1.92  -2.38  4.21  0.4170
H  -0.50  -3.35  4.60  0.3569
H  0.04  -5.16  2.06  0.4086
H  1.55  -4.28  2.19  0.4155
H  0.69  -4.34  0.64  0.3107
H  -0.44  -0.84  5.30  0.3550
H  -1.11  0.80  5.41  0.4026
H  0.63  0.56  5.17  0.3460
H  -2.88  -0.83  2.86  0.2690
H  -2.52  0.11  1.41  0.1358
H  -2.99  0.92  2.88  0.5050
H  0.85  2.28  2.82  0.3349
H  -0.87  2.67  2.81  0.3975
H  -0.10  2.03  1.35  0.0427
H  3.06  -2.46  3.67  0.3545
H  3.09  -0.77  4.18  0.3454
H  4.34  -1.39  3.08  0.4030
H  2.52  -3.07  0.47  0.2831
H  3.73  -1.84  0.09  0.4951
H  2.10  -1.67  -0.54  0.3067
H  2.74  1.50  2.04  0.3065
H  1.91  1.13  0.53  -0.2025
H  3.62  0.73  0.73  0.4490
N  1.79  -2.33  -6.00  -0.4305
C  1.23  -2.04  -4.82  1.1773
C  0.67  -0.77  -4.56  -0.7688
C  0.14  -0.50  -3.33  -0.5027
N  0.11  -1.39  -2.31  -0.3873
C  0.62  -2.62  -2.57  -0.2205
C  1.17  -2.98  -3.77  -0.8569
H  1.82  -1.66  -6.74  0.2064
H  2.14  -3.26  -6.18  0.2114
H  0.65  -0.01  -5.33  0.3811
H  -0.31  0.46  -3.14  0.5238
H  0.57  -3.34  -1.77  0.3443
H  1.55  -3.98  -3.90  0.3783
O  -1.04  1.37  -0.92  -0.6481
C  -1.00  2.60  -1.22  0.3017
C  -2.28  3.36  -1.39  -0.9033
C  -2.47  3.93  -2.81  -0.7331
C  -1.70  5.23  -3.06  -0.6922
C  -0.19  5.06  -3.06  -0.6238
C  0.36  4.63  -1.70  -0.8639
N  0.15  3.20  -1.40  0.0730
H  -2.30  4.18  -0.67  0.4042
H  -3.09  2.68  -1.15  0.4730
H  -3.53  4.12  -2.95  0.4242
H  -2.19  3.18  -3.56  0.3219
H  -1.98  5.96  -2.30  0.3168
H  -2.01  5.65  -4.02  0.3534
H  0.28  6.00  -3.33  0.3728
H  0.11  4.32  -3.81  0.2986
H  -0.08  5.23  -0.91  0.3925
H  1.44  4.79  -1.66  0.4511
H  0.98  2.63  -1.29  0.3433

## Properties
- 2S+1 = 4
- net charge = +2
- E_LUMO (alpha / beta) (eV) = -5.6 / -5.5

***

Density functional theory data (ωB97M-V with the def2-TZVPD basis set) for 2 unconnected molecules or ions with the total composition C4H12 in a non-equilibrium geometry.

Each line ends with the Mulliken charge.
Positions of all 16 atoms, in Å:
C  -1.93  -1.81  -1.63  -1.0120
C  -0.80  -1.07  -0.86  -0.7242
H  -2.45  -2.44  -0.91  0.2846
H  -2.62  -1.10  -2.07  0.2998
H  -1.48  -2.40  -2.42  0.2840
H  0.05  -1.74  -0.71  0.3022
H  -1.18  -0.88  0.14  0.2545
H  -0.49  -0.17  -1.38  0.3114
C  1.69  2.05  1.61  -0.9839
C  0.96  0.86  0.94  -0.7183
H  2.13  1.74  2.56  0.2851
H  2.63  2.19  1.06  0.2641
H  1.15  2.99  1.49  0.3000
H  1.35  0.79  -0.07  0.2589
H  1.09  -0.08  1.47  0.3221
H  -0.09  1.07  0.77  0.2718

## Properties
- relative energy (zero: lowest compared OMol25 entry of this formula, charge and spin) (kcal/mol) = 11.6
- SMILES string = CC.CC
- E_LUMO (eV) = 1.1

***

Density functional theory data (ωB97M-V with the def2-TZVPD basis set) for 21 unconnected molecules or ions with the total composition H42O21 in a non-equilibrium geometry.

Each line ends with the Mulliken charge.
Positions of all 63 atoms, in Å:
O  0.49  0.22  -2.32  -0.4340
H  -0.08  -0.48  -2.05  0.1758
H  1.21  -0.24  -3.05  0.2234
O  2.36  4.02  -1.28  -0.6230
H  1.91  3.26  -1.26  0.2324
H  2.19  4.75  -0.71  0.3265
O  -2.91  -2.95  3.17  -0.5619
H  -2.15  -2.93  3.67  0.3111
H  -2.97  -2.28  2.61  0.2864
O  0.43  3.01  -3.95  -0.6741
H  0.88  3.52  -3.26  0.3325
H  0.47  2.05  -3.64  0.3041
O  0.69  0.02  2.07  -0.3229
H  -0.01  -0.50  1.66  0.1743
H  1.21  -0.41  2.64  0.3362
O  -2.16  1.73  0.24  -0.5556
H  -2.16  2.52  0.84  0.2402
H  -2.69  1.68  -0.53  0.1763
O  0.31  2.10  -0.12  -0.1304
H  0.05  1.59  -0.78  0.1010
H  0.26  1.69  0.79  0.1570
O  -4.23  -0.01  0.47  -0.5667
H  -4.42  -0.93  0.73  0.2863
H  -4.87  0.23  -0.26  0.3247
O  0.35  5.23  0.66  -0.5407
H  0.30  4.47  0.99  0.2301
H  0.09  5.44  -0.12  0.2847
O  -3.34  2.30  -2.65  -0.6154
H  -2.87  3.13  -2.41  0.3248
H  -2.97  1.86  -3.35  0.2928
O  -1.94  -0.69  -1.53  -0.3080
H  -2.76  -0.83  -1.04  0.3158
H  -1.93  0.24  -1.27  0.0175
O  2.24  -1.28  3.74  -0.6014
H  2.46  -0.48  4.27  0.2688
H  2.81  -1.96  3.57  0.2300
O  -1.31  -0.90  3.97  -0.5847
H  -1.59  0.00  3.92  0.2551
H  -0.38  -0.91  4.02  0.2737
O  1.83  -3.69  1.97  -0.6144
H  2.52  -4.29  1.66  0.3130
H  2.19  -2.80  2.06  0.2683
O  2.70  -0.88  -0.93  -0.4948
H  2.22  -1.27  -1.59  0.2248
H  2.79  0.08  -1.22  0.2533
O  2.04  -0.64  -4.34  -0.5762
H  2.13  -1.49  -4.64  0.2871
H  1.63  -0.13  -5.07  0.3198
O  -2.77  -3.44  -2.69  -0.7199
H  -2.05  -3.95  -2.26  0.3435
H  -2.35  -2.52  -2.92  0.3467
O  1.93  2.14  3.61  -0.6420
H  2.69  2.72  3.74  0.2930
H  1.51  1.89  2.84  0.3480
O  4.94  -2.04  0.78  -0.6455
H  5.10  -0.96  0.76  0.3246
H  4.32  -2.18  0.04  0.3252
O  -2.05  -2.97  -0.09  -0.5203
H  -2.50  -2.60  0.76  0.1617
H  -2.60  -2.73  -0.76  0.3118
O  0.30  -1.85  -0.39  -0.2712
H  0.71  -2.39  0.18  0.1965
H  -0.18  -1.29  0.03  0.2039

## Properties
- relative energy (zero: lowest compared OMol25 entry of this formula, charge and spin) (kcal/mol) = 289.6
- E_LUMO (eV) = -0.2

***

Density functional theory data (ωB97M-V with the def2-TZVPD basis set) for a molecular structure, C28H23ClO4SW in a non-equilibrium geometry.

Each line ends with the Mulliken charge.
Positions of all 58 atoms, in Å:
W  0.26  0.01  0.35  1.2609
C  3.65  -2.39  0.38  -1.6806
C  2.37  -2.42  1.16  0.4284
C  2.34  -2.68  2.51  -0.5012
C  1.12  -2.77  3.20  -0.6255
C  -0.07  -2.56  2.55  -0.6715
C  -0.07  -2.31  1.16  -0.6264
C  1.14  -2.24  0.47  0.0891
H  3.59  -1.65  -0.43  0.3219
H  3.85  -3.36  -0.08  0.4142
H  4.50  -2.14  1.02  0.4031
H  3.27  -2.84  3.04  0.4197
H  1.12  -3.00  4.26  0.4168
H  -1.01  -2.63  3.08  0.3911
H  -1.00  -2.41  0.62  0.7389
H  1.15  -2.42  -0.59  0.7781
O  -2.99  -0.89  0.02  -0.5856
C  -2.48  0.13  0.40  0.1052
O  -1.49  0.16  1.33  -0.5478
C  -2.91  1.48  -0.06  0.6557
C  -4.26  1.81  0.07  -0.6626
C  -4.72  3.07  -0.28  -0.6030
C  -3.82  4.00  -0.78  -0.6056
C  -2.48  3.68  -0.93  -0.7297
C  -1.99  2.42  -0.56  0.9868
S  -0.26  2.10  -0.84  -0.5620
H  -4.94  1.06  0.45  0.4426
H  -5.77  3.32  -0.16  0.3855
H  -4.17  4.99  -1.06  0.3774
H  -1.78  4.40  -1.33  0.4335
O  1.56  -0.16  -1.46  -0.6994
C  0.57  -0.57  -2.12  1.0525
O  -0.47  -0.85  -1.42  -0.7235
C  0.57  -0.72  -3.58  -0.2330
C  -0.63  -0.93  -4.25  -0.3217
C  -0.63  -1.07  -5.63  -0.7189
C  0.57  -1.00  -6.33  -0.3746
C  1.77  -0.79  -5.66  -0.6658
C  1.77  -0.64  -4.28  -0.3715
H  -1.55  -0.98  -3.69  0.4779
H  -1.56  -1.23  -6.17  0.4082
H  0.58  -1.11  -7.41  0.3836
H  2.70  -0.73  -6.21  0.4062
H  2.68  -0.45  -3.73  0.4642
Cl  -1.63  1.38  5.78  -0.2356
C  -0.49  1.33  4.47  0.4263
C  -0.62  2.21  3.41  -0.8984
C  0.27  2.12  2.35  -0.0804
C  1.28  1.15  2.31  -0.1184
C  2.07  0.94  1.07  -1.1353
C  1.44  0.35  3.46  -0.1309
C  0.57  0.42  4.52  -0.9196
H  -1.41  2.94  3.41  0.4929
H  0.22  2.86  1.57  0.6560
H  2.96  0.32  1.21  0.4995
H  2.30  1.85  0.53  0.5968
H  2.27  -0.34  3.50  0.6641
H  0.70  -0.20  5.39  0.4513

## Properties
- relative energy (zero: lowest compared OMol25 entry of this formula, charge and spin) (kcal/mol) = 15.2
- 2S+1 = 3
- E_LUMO (alpha / beta) (eV) = -0.2 / -0.7

***

Density functional theory data (ωB97M-V with the def2-TZVPD basis set) for C2H2N2O2 in the gas phase in a non-equilibrium geometry.

Each line ends with the Mulliken charge.
Positions of all 8 atoms, in Å:
O  0.43  -0.06  -1.93  -0.5332
C  0.03  -0.10  -0.63  0.7004
N  0.34  -1.03  0.27  -0.5591
C  -0.03  -0.47  1.40  0.0028
N  -0.58  0.71  1.26  -0.2899
O  -0.43  0.96  -0.05  -0.0838
H  1.44  -0.71  -1.91  0.4252
H  0.15  -0.88  2.43  0.3376

## Properties
- relative energy (zero: lowest compared OMol25 entry of this formula, charge and spin) (kcal/mol) = 64.2
- SMILES string = Oc1ncno1
- E_LUMO (eV) = -0.1